# 1
Computed, not measured: C2H4ClOP as an isolated structure at a distorted geometry, with ωB97M-V with the def2-TZVPD basis set.

The geometry in XYZ format:
```
9
Properties=species:S:1:pos:R:3:forces:R:3:mulliken_charge:R:1
C -0.153318 0.209379 0.797464 0.8 0.1 1.1 -0.177
C -0.334184 0.280597 -0.670368 1.7 3.7 -0.7 -0.642
O -1.197552 1.073933 1.215768 -1.4 1.5 -0.8 -0.253
P -1.688370 1.467038 -0.315406 -1.5 -2.5 1.6 0.390
Cl -3.345821 -0.728215 -0.357416 1.2 1.9 -0.2 -0.498
H -0.222607 -0.742660 1.222934 -0.7 -1.7 0.6 0.214
H 0.709692 0.630186 1.275044 1.1 0.2 -0.5 0.262
H 0.498333 0.834315 -1.196062 -0.8 -1.0 0.2 0.292
H -0.793031 -0.489698 -1.168572 -0.3 -2.2 -1.2 0.413
```
Forces are in eV/Å.

Output
- LUMO (eV) = -1.35
- relative energy (zero: lowest compared OMol25 entry of this formula, charge and spin) (kcal/mol) = 40.2
- E_tot (a.u.) = -955.34198

=====

# 2
Computed, not measured: a 2-piece molecular cluster, C2H4ClP overall at a distorted geometry, with ωB97M-V with the def2-TZVPD basis set.

The geometry in XYZ format:
```
8
Properties=species:S:1:pos:R:3:forces:R:3:mulliken_charge:R:1
C -1.089463 -0.582778 -0.138372 1.2 -0.3 2.3 -0.314
C -1.184274 0.860354 -0.191685 -0.9 1.7 -0.1 0.178
P -1.209645 2.416894 -0.153599 0.0 -1.4 -0.1 -0.379
H -1.455193 -1.014495 0.852454 -0.2 0.6 -1.4 0.238
H -0.008076 -0.631466 0.064003 0.1 -0.8 -0.5 0.028
H -1.362444 -1.184596 -0.998620 -0.1 0.2 0.0 0.275
Cl 3.037012 -0.581076 0.090801 0.4 2.2 0.7 -0.297
H 3.272083 0.717162 0.475016 -0.4 -2.2 -0.7 0.271
```
Forces are in eV/Å.

Output
- LUMO (eV) = 0.60
- relative energy (zero: lowest compared OMol25 entry of this formula, charge and spin) (kcal/mol) = 31.2
- E_tot (a.u.) = -880.07788

=====

# 3
Computed, not measured: C2H4F2INO3Si2 as an isolated structure at a distorted geometry, with ωB97M-V with the def2-TZVPD basis set.

The geometry in XYZ format:
```
15
Properties=species:S:1:pos:R:3:forces:R:3:mulliken_charge:R:1
O 3.280998 -0.350713 1.251705 0.5 -0.2 -0.2 -0.422
C 2.367007 -0.595194 0.553262 -0.1 1.6 1.4 0.585
F 2.288160 -1.689682 -0.178909 -0.2 -0.8 -0.4 -0.190
N 1.209422 0.220119 0.441831 0.0 -1.1 -2.4 0.088
Si -0.033405 -0.565589 -0.599004 -0.6 0.1 -0.3 0.385
O -1.372342 0.438876 -0.669059 0.2 -1.4 0.7 -0.116
Si -2.790642 -0.145473 0.010776 -0.4 1.0 0.2 0.283
I -3.354023 1.241556 1.971638 0.1 -0.3 -0.4 -0.073
C 1.540830 1.539478 0.046590 0.1 1.5 2.2 0.558
O 1.601689 2.454516 0.790796 0.0 -0.2 -0.2 -0.423
F 1.786019 1.724935 -1.242904 -0.1 -0.7 -0.7 -0.208
H -0.350884 -1.846911 0.044325 0.0 0.1 0.2 -0.141
H 0.414011 -0.839490 -1.968453 0.1 0.3 0.0 -0.107
H -3.890855 -0.066543 -0.961411 0.1 0.1 0.0 -0.112
H -2.695985 -1.519886 0.508815 0.3 -0.1 0.0 -0.105
```
Forces are in eV/Å.

Output
- LUMO (eV) = 0.24
- E_tot (a.u.) = -1435.64495

=====

# 4
Computed, not measured: one molecule with the formula C2H4F2N2S at a distorted geometry, with ωB97M-V with the def2-TZVPD basis set.

The geometry in XYZ format:
```
11
Properties=species:S:1:pos:R:3:forces:R:3:mulliken_charge:R:1
N -1.032342 -1.259138 -0.110039 0.3 -1.4 0.2 -0.348
C -1.057400 0.080138 -0.149906 -0.4 1.4 -0.1 0.366
S -2.479549 0.939907 -0.411756 0.1 -0.6 0.3 -0.444
N 0.069733 0.887167 0.036892 -0.7 -1.3 -0.1 -0.228
C 1.395983 0.358449 0.150417 0.3 0.8 1.2 0.201
F 1.660051 -0.300387 -1.010158 0.0 -0.5 0.8 -0.238
F 2.330204 1.367740 0.227583 -1.0 -0.4 0.0 -0.261
H -0.197472 -1.864408 -0.119088 -0.6 0.9 0.0 0.220
H -1.938538 -1.752375 -0.058282 0.9 0.8 -0.3 0.226
H -0.290219 1.795706 0.324327 1.1 0.0 -0.2 0.245
H 1.539549 -0.252797 1.120011 0.0 0.3 -1.9 0.262
```
Forces are in eV/Å.

Output
- LUMO (eV) = 0.61
- relative energy (zero: lowest compared OMol25 entry of this formula, charge and spin) (kcal/mol) = 0.0
- E_tot (a.u.) = -786.04484

=====

# 5
Computed, not measured: a 3-piece molecular cluster, C2H4F2O3 overall, with ωB97M-V with the def2-TZVPD basis set.

The geometry in XYZ format:
```
11
Properties=species:S:1:pos:R:3:forces:R:3:mulliken_charge:R:1
O -0.033210 1.350413 -0.260240 -0.1 0.6 -0.3 -0.418
C 0.562076 0.638610 0.463384 0.4 0.3 0.3 0.643
O 0.433092 -0.624321 0.715601 0.0 -0.9 0.3 -0.406
F 1.589185 1.108244 1.223586 -0.1 -0.1 -0.1 -0.253
H -0.298615 -1.009880 0.182727 0.2 0.4 0.0 0.492
C -1.786654 -0.329486 -2.190958 -0.1 0.2 -0.4 -0.062
O -1.458817 -0.778559 -1.130828 -0.2 -0.4 0.1 -0.467
H -1.319593 -0.651118 -3.133801 0.1 -0.1 0.0 0.230
H -2.568718 0.442558 -2.284137 0.0 -0.1 0.1 0.226
F 2.508048 -0.361579 3.570392 0.0 0.4 -0.4 -0.397
H 2.373205 0.215118 2.844273 0.0 -0.4 0.4 0.412
```
Forces are in eV/Å.

Output
- LUMO (eV) = 0.08
- relative energy (zero: lowest compared OMol25 entry of this formula, charge and spin) (kcal/mol) = 5.1
- E_tot (a.u.) = -504.05820

=====

# 6
Computed, not measured: one molecule with the formula C2H4F2O3 at a distorted geometry, with ωB97M-V with the def2-TZVPD basis set.

The geometry in XYZ format:
```
11
Properties=species:S:1:pos:R:3:forces:R:3:mulliken_charge:R:1
C 0.611075 -0.494762 -0.609508 -1.0 0.9 -2.3 -0.467
O -0.088591 -0.731194 0.582969 -3.1 1.9 -0.4 -0.238
O -1.275275 0.305398 0.696350 3.0 -0.2 -0.7 -0.345
C -2.406874 0.017248 -0.005306 0.8 -4.7 0.1 0.942
O -3.236719 0.998111 0.128330 -1.0 1.9 0.6 -0.463
F -2.909949 -1.133494 0.597722 -0.3 0.0 0.1 -0.318
F -2.286996 -0.410025 -1.293205 0.4 1.3 0.5 -0.260
H 1.373925 -1.154046 -0.385116 1.9 -1.9 -0.1 0.303
H 1.170269 0.478685 -0.683486 -1.2 -0.5 0.1 0.256
H 0.099011 -0.828403 -1.649976 0.9 0.9 2.7 0.228
H -3.153922 1.212630 1.080215 -0.5 0.4 -0.5 0.364
```
Forces are in eV/Å.

Output
- LUMO (eV) = 0.17
- relative energy (zero: lowest compared OMol25 entry of this formula, charge and spin) (kcal/mol) = 84.3
- E_tot (a.u.) = -503.93199

=====

# 7
Computed, not measured: a 2-piece molecular cluster, C2H4F3NO2S overall at a distorted geometry, with ωB97M-V with the def2-TZVPD basis set.

The geometry in XYZ format:
```
13
Properties=species:S:1:pos:R:3:forces:R:3:mulliken_charge:R:1
C 0.885646 0.392334 0.063488 1.1 -4.2 1.9 -0.187
C -4.503330 -0.172929 0.062748 0.8 1.6 0.1 0.710
N 0.313902 -0.578164 0.730985 -0.7 2.5 -1.6 -0.438
O -2.608892 1.603696 -0.284266 0.3 1.5 -0.7 -0.496
O -2.321420 -0.839623 -0.868130 -4.5 3.1 -0.9 -0.472
F -4.745096 0.126500 -1.216019 -0.6 -0.8 0.2 -0.225
F -5.202232 0.690730 0.811038 -0.2 0.0 0.2 -0.231
F -4.873060 -1.392685 0.417008 0.3 -0.1 -0.5 -0.215
S -2.650674 0.303255 0.292886 -0.8 -2.9 0.3 0.530
H -1.584670 -1.287064 -0.658489 4.7 -2.5 1.5 0.343
H 0.475397 0.673657 -0.871244 -0.9 0.6 -0.6 0.220
H 1.973976 0.559262 0.158546 -0.5 0.8 0.6 0.269
H 0.677498 -0.929218 1.611237 0.9 0.3 -0.3 0.193
```
Forces are in eV/Å.

Output
- LUMO (eV) = 0.39
- relative energy (zero: lowest compared OMol25 entry of this formula, charge and spin) (kcal/mol) = 29.0
- E_tot (a.u.) = -981.55215

=====

# 8
Computed, not measured: C2H4F6N3P3 as an isolated structure at a distorted geometry, with ωB97M-V with the def2-TZVPD basis set.

The geometry in XYZ format:
```
18
Properties=species:S:1:pos:R:3:forces:R:3:mulliken_charge:R:1
C 1.226574 0.057043 0.821904 0.5 2.2 2.1 0.034
C 1.924725 -0.054575 -0.466420 -3.4 -5.4 -3.2 -1.008
N 0.312662 -0.905066 1.285192 0.7 -1.0 -0.7 -0.527
N -1.534068 1.287515 0.440621 0.9 -0.3 -1.2 -0.304
N -1.250244 -1.030844 -0.995223 0.5 -0.6 0.5 -0.255
F 0.080403 2.385221 2.005923 0.0 -0.2 -0.2 -0.199
F 0.901924 3.032231 -0.538385 -1.9 -3.2 2.5 -0.560
F 0.234376 -2.923485 -0.632583 -0.6 1.3 1.8 -0.275
F -1.498930 -2.484164 1.059962 -0.4 -1.0 0.3 -0.235
F -2.306810 1.030826 -2.073264 0.3 -1.2 2.2 -0.258
F -3.550908 -0.063206 -0.266783 1.6 0.4 -0.6 -0.251
P -0.003734 1.521134 0.729184 0.7 3.2 -1.8 0.925
P -0.467818 -1.744569 0.225119 0.1 -0.7 -1.9 0.728
P -2.054777 0.242748 -0.696465 -1.9 2.3 -0.6 0.815
H 1.947686 0.427468 1.621775 -1.0 -0.6 -0.6 0.452
H 1.041219 -0.057842 -1.310884 2.7 0.7 1.5 0.226
H 2.213457 -1.213363 -0.592639 -0.2 2.4 0.6 0.281
H 2.784263 0.492922 -0.617038 1.3 1.6 -0.5 0.412
```
Forces are in eV/Å.

Output
- LUMO (eV) = -1.10
- relative energy (zero: lowest compared OMol25 entry of this formula, charge and spin) (kcal/mol) = 57.1
- E_tot (a.u.) = -1866.33183

=====

# 9
Computed, not measured: a 2-piece molecular cluster, C2H4FN overall at a distorted geometry, with ωB97M-V with the def2-TZVPD basis set.

The geometry in XYZ format:
```
8
Properties=species:S:1:pos:R:3:forces:R:3:mulliken_charge:R:1
C -1.182072 0.202257 0.905140 1.5 0.2 -2.6 0.262
C 0.967539 0.004599 -0.262285 -1.4 3.1 4.8 -0.816
N -2.186019 0.308915 0.207400 -0.8 -0.4 -0.1 -0.436
F -1.043405 -0.019760 2.180580 0.0 -0.3 1.3 -0.187
H 1.003959 1.114212 -0.393390 0.7 -1.0 0.5 0.289
H 0.376545 -0.370020 -0.981278 -1.5 -2.3 -2.5 0.351
H 1.202863 -0.478047 0.724071 0.4 0.4 -1.6 0.291
H -3.150893 0.131518 0.559293 1.0 0.3 0.1 0.248
```
Forces are in eV/Å.

Output
- LUMO (spin up / spin down) (eV) = -0.33 / -0.04
- relative energy (zero: lowest compared OMol25 entry of this formula, charge and spin) (kcal/mol) = 92.0
- E_tot (a.u.) = -233.06450

=====

# 10
Computed, not measured: C2H4FN2P as an isolated structure at a distorted geometry, with ωB97M-V with the def2-TZVPD basis set.

The geometry in XYZ format:
```
10
Properties=species:S:1:pos:R:3:forces:R:3:mulliken_charge:R:1
C 0.016708 -0.687197 0.222070 2.2 -1.3 -0.7 -0.189
C 1.290540 -0.218861 -0.044796 -3.5 0.6 1.2 -0.300
N -0.919911 0.249960 0.101571 -1.0 0.1 0.8 -0.304
N 1.263388 1.111128 -0.147204 0.3 0.7 -1.0 -0.161
F -3.206848 -0.921429 0.144406 2.3 1.8 0.1 -0.561
P -0.309298 1.725735 -0.121330 0.0 0.6 -0.2 -0.069
H -0.075790 -1.749526 0.432056 -1.0 0.3 -0.1 0.344
H 2.149161 -0.715586 -0.208292 2.7 -1.8 -0.2 0.451
H -2.311326 -0.287175 0.160734 -2.2 -1.7 -0.1 0.516
H 2.103380 1.492948 -0.539219 0.1 0.9 0.2 0.274
```
Forces are in eV/Å.

Output
- LUMO (eV) = -0.01
- relative energy (zero: lowest compared OMol25 entry of this formula, charge and spin) (kcal/mol) = 3.1
- E_tot (a.u.) = -629.34560